Below is a 7-piece molecular cluster, C27H60BO29P2S6 overall, with properties calculated with ωB97M-V/def2-TZVPD.

Values from the calculation:
Highest occupied orbital energy, Ha: -0.1513
Charge: -1

```
125
Properties=species:S:1:pos:R:3:forces:R:3:lowdin_charge:R:1
C 1.801377 -5.259099 -0.832463 0.1422 0.2488 0.5348 -0.09
C 1.708610 -3.741042 -0.660930 -0.2353 -0.5852 -0.3832 -0.35
O 0.433094 -3.289053 -1.016539 0.0165 0.1872 -0.1632 -0.15
B 0.373328 -1.891169 -1.478596 -0.3615 -1.0267 -0.0677 -0.84
C -1.123053 -1.545257 -2.021068 0.2174 0.2224 -0.0833 -0.20
C -1.416334 -0.051243 -2.283852 -0.4168 -0.5820 -0.1211 -0.25
C -2.058221 0.744586 -1.143680 -0.1184 0.2250 -0.1718 -0.23
C -3.568300 0.502551 -1.048610 -0.0544 0.2226 -0.3917 -0.21
C -4.219996 1.138173 0.184964 0.4778 0.0731 0.2887 -0.19
C -4.303126 0.265560 1.443262 -0.4107 -0.0835 0.1019 -0.21
C -5.032955 -1.071065 1.252516 -0.2337 -0.0509 0.3902 -0.20
C -6.556355 -1.003263 1.521585 0.4100 -0.3396 -0.2252 -0.20
C -7.345766 -1.847329 0.511124 -0.1799 0.3365 0.5902 -0.22
C -6.929393 -3.330379 0.480035 -0.1654 -0.0170 -0.4140 -0.20
C -6.145413 -3.794084 -0.755139 -0.1883 -0.1755 -0.0159 -0.17
C -6.902615 -3.634898 -2.088620 0.3788 -0.3560 -0.1345 -0.23
O -6.039301 -3.223078 -3.138916 -0.2001 0.1446 0.0673 -0.19
C -5.765283 -1.835290 -3.128296 0.3040 0.0138 -0.2432 -0.11
P 0.917302 -0.645692 0.038742 -0.5618 1.5066 -0.6102 0.86
P -0.218050 -1.352405 1.735342 1.3014 -1.6051 0.4403 0.29
O 0.322959 -2.539125 2.431979 -1.2305 0.5321 0.1356 -0.35
O -0.380629 -0.133942 2.792238 0.4300 -0.1335 -0.8002 -0.22
O -1.702115 -1.655330 1.179165 -0.1201 0.6440 -0.2422 -0.18
H 1.797020 -5.558281 -1.882090 -0.0850 -0.0371 0.0598 0.06
H 2.729711 -5.588686 -0.347510 0.0099 -0.1179 -0.2484 0.06
H 0.984964 -5.738986 -0.286080 -0.0652 0.0121 -0.2018 0.07
H 1.930960 -3.519215 0.390074 0.0422 0.2667 -0.1033 0.08
H 2.456762 -3.283290 -1.328821 0.1180 0.1225 0.2798 0.10
H 1.182536 -1.716142 -2.382158 0.1864 0.3994 0.1858 0.08
H -1.901834 -2.025493 -1.415307 0.0368 0.1926 0.0912 0.08
H -1.170573 -2.039681 -3.001962 -0.0090 -0.1142 0.1179 0.09
H -0.501927 0.428682 -2.648636 -0.0149 0.0599 0.1622 0.09
H -2.141027 -0.007430 -3.114040 0.1381 0.2234 -0.0352 0.09
H -1.608052 0.553331 -0.167257 0.1396 -0.0334 -0.1495 0.06
H -1.915543 1.809215 -1.376312 0.0445 -0.0018 0.2909 0.11
H -4.026818 0.965355 -1.934282 0.0400 -0.1547 -0.0284 0.11
H -3.749225 -0.571678 -1.151237 -0.0975 0.0477 0.2259 0.08
H -3.597151 2.000421 0.457260 -0.1768 0.0192 -0.0596 0.09
H -5.209865 1.556599 -0.038216 -0.0351 -0.2637 -0.1146 0.10
H -4.875450 0.837575 2.188158 0.1789 -0.0321 0.0775 0.11
H -3.324182 0.089185 1.890174 0.0560 0.1329 -0.3021 0.08
H -4.604978 -1.808477 1.940672 0.0181 -0.0060 -0.1057 0.11
H -4.880175 -1.480986 0.253096 0.1826 0.1679 0.0091 0.08
H -6.880642 0.042596 1.506939 -0.1147 -0.0822 -0.1187 0.10
H -6.762267 -1.387822 2.527456 -0.0096 0.1440 -0.0119 0.11
H -7.261464 -1.361684 -0.465744 0.0142 -0.2184 -0.0588 0.09
H -8.403186 -1.796507 0.796062 0.0143 0.0633 -0.1636 0.10
H -7.844921 -3.934158 0.506375 0.0859 -0.0226 0.0804 0.10
H -6.366135 -3.596898 1.379261 -0.0337 0.1116 -0.0147 0.11
H -5.165434 -3.323897 -0.865270 -0.1050 0.1521 0.1611 0.11
H -5.946827 -4.862446 -0.622548 0.1654 0.0925 -0.0157 0.11
H -7.771362 -2.968444 -2.006608 0.0791 0.0415 0.0227 0.12
H -7.252193 -4.619661 -2.409478 -0.2147 0.1320 0.0415 0.12
H -5.833524 -1.407339 -2.124140 -0.0090 0.0132 -0.0550 0.06
H -4.744659 -1.683600 -3.487667 -0.0324 -0.0539 0.0884 0.09
H -6.431506 -1.295771 -3.814543 -0.1431 -0.0414 0.1991 0.09
H 2.266852 -0.856777 0.406208 -0.2344 -0.5606 0.4565 -0.11
H -0.172913 0.694521 2.337423 -0.0417 -0.0640 -0.0148 0.03
H -2.251647 -2.014279 1.887985 0.1299 -0.1058 -0.0022 0.07
C -1.106019 4.112825 5.261695 -0.0105 0.4168 -0.1648 -0.16
C -2.446913 3.740334 5.853772 0.1389 -0.2162 0.3813 -0.17
O -3.144733 3.106768 4.777442 0.0599 0.2009 -0.2145 -0.19
S -2.098648 2.314381 3.846216 0.0430 0.0761 0.1585 0.59
O -2.067523 0.947165 4.199431 -0.5919 0.3965 0.3943 -0.21
O -2.314056 2.730591 2.504295 -0.0540 -0.0461 0.0412 -0.22
O -0.768672 3.011963 4.405532 -0.2041 -0.2029 0.2042 -0.18
H -1.181066 5.010533 4.651083 -0.0179 0.0218 0.0484 0.11
H -0.338145 4.247660 6.019278 0.1047 -0.2249 -0.0759 0.14
H -3.003619 4.605518 6.201892 -0.1232 -0.0066 -0.2006 0.12
H -2.339678 3.019698 6.668375 0.0287 0.0149 -0.0002 0.13
C 4.621049 2.419769 -2.046871 -0.1267 0.5701 0.0233 -0.17
C 3.315537 2.030638 -1.386714 0.1803 -0.3363 0.4131 -0.16
O 2.553137 1.425587 -2.447105 0.3090 0.2367 -0.4054 -0.20
S 3.536896 0.671424 -3.444349 -0.2227 0.0206 0.3884 0.57
O 3.602714 -0.706501 -3.125585 0.2082 -0.0378 -0.3325 -0.22
O 3.269120 1.109956 -4.774047 -0.0515 -0.1469 -0.0297 -0.24
O 4.904323 1.349444 -2.951137 0.0259 -0.1471 0.1037 -0.20
H 4.511866 3.341641 -2.623674 0.0037 -0.0074 -0.0037 0.13
H 5.438408 2.531442 -1.340130 0.0610 -0.1871 -0.0511 0.12
H 2.783763 2.882580 -0.974389 -0.2321 -0.0611 -0.1917 0.14
H 3.458389 1.284424 -0.603353 -0.0228 0.0240 0.0144 0.11
C 8.421234 0.804354 -1.908964 0.1812 0.0346 -0.3863 -0.15
C 9.425327 0.039416 -1.075995 -0.2699 -0.3083 0.1421 -0.15
O 9.969285 1.025996 -0.183250 0.0164 0.1957 -0.2107 -0.19
S 8.843687 2.100919 0.184634 0.0534 -0.2117 -0.1416 0.59
O 8.257707 1.759908 1.431118 -0.0388 0.1724 -0.0024 -0.22
O 9.370309 3.396950 -0.054860 0.0176 -0.0067 0.1435 -0.22
O 7.816042 1.718458 -0.976522 -0.0087 -0.1330 0.1952 -0.21
H 8.905868 1.384730 -2.695189 0.0067 -0.0261 -0.0028 0.14
H 7.660946 0.164935 -2.349291 -0.1562 0.1120 0.1248 0.14
H 10.217985 -0.401466 -1.673238 0.1432 0.1659 0.0793 0.14
H 8.943110 -0.735719 -0.477320 -0.0205 -0.0068 -0.0391 0.13
C 5.917553 -3.021600 3.699512 0.1552 0.1586 0.2889 -0.18
C 5.198413 -4.196587 4.331672 -0.0228 -0.2627 -0.3057 -0.18
O 3.941985 -3.663810 4.744555 0.1779 0.2785 0.1363 -0.19
S 3.464198 -2.520449 3.704745 -0.0221 -0.0471 -0.0913 0.62
O 2.569509 -3.072561 2.767785 1.1207 -0.1915 0.1669 -0.23
O 3.164585 -1.355044 4.457353 -0.0102 -0.0787 0.0345 -0.22
O 4.904055 -2.315192 2.992051 -0.0917 -0.1999 -0.0216 -0.19
H 6.338864 -2.359129 4.460388 0.0267 -0.0438 0.0133 0.13
H 6.701914 -3.330345 3.012103 -0.1042 0.0542 -0.1336 0.13
H 5.730630 -4.600579 5.189579 -0.1462 0.0699 0.1168 0.13
H 5.016719 -4.992886 3.605304 0.0645 0.0100 -0.0179 0.13
C -6.206113 6.502375 3.899405 -0.2893 0.2396 -0.0944 -0.15
C -5.442851 6.762128 2.617208 0.1158 -0.4757 -0.1211 -0.15
O -4.439654 7.720473 2.996197 -0.2485 0.1857 0.1836 -0.18
S -3.982750 7.453787 4.499364 -0.1980 -0.1555 -0.2383 0.60
O -2.802954 6.663321 4.491134 0.0908 0.1612 0.2503 -0.22
O -4.057942 8.671572 5.221466 0.1677 -0.0136 -0.0342 -0.21
O -5.196247 6.502334 4.918652 0.1148 -0.0654 -0.0970 -0.19
H -6.914420 7.304264 4.116413 0.0053 0.0006 -0.0203 0.13
H -6.726070 5.548528 3.892151 0.1646 -0.0836 0.1396 0.14
H -6.067436 7.169756 1.827903 0.1126 0.2161 0.0310 0.14
H -4.940572 5.861732 2.258293 -0.0293 -0.0144 0.0157 0.14
C 5.234578 -1.205570 -6.677029 -0.3177 0.2487 0.2759 -0.14
C 5.491775 -0.275272 -7.839177 -0.0417 -0.2851 -0.3160 -0.15
O 6.798538 0.263955 -7.570081 -0.0395 0.0249 0.2505 -0.19
S 7.690796 -0.834164 -6.829637 -0.2449 -0.0056 -0.0280 0.59
O 8.517170 -1.490471 -7.780970 0.1030 -0.0068 0.1415 -0.23
O 8.248393 -0.243425 -5.663047 0.1354 0.0177 -0.0817 -0.24
O 6.512095 -1.821105 -6.419115 0.0854 0.0288 -0.3022 -0.18
H 4.929399 -0.655464 -5.790478 -0.0630 0.0149 0.0521 0.11
H 4.492632 -1.965308 -6.904623 0.1732 -0.1698 0.0414 0.14
H 4.760127 0.524564 -7.905009 0.1724 0.1600 0.1245 0.14
H 5.532395 -0.814162 -8.788276 -0.0066 -0.0030 0.0108 0.13
```
Positions in Å, forces in eV/Å.

=====

Below is a 9-piece molecular cluster, C27H61Cl12NO9P2 overall, with properties calculated with ωB97M-V/def2-TZVPD.

Values from the calculation:
Relative energy (zero: lowest compared OMol25 entry of this formula, charge and spin), kcal/mol: 0.0
Highest occupied orbital energy, Ha: -0.3552
SMILES: CCOP(=O)(OCC)OCC.CCOP(=O)(OCC)OCC.CN(C)C=O.ClCCCl.ClCCCl.ClCCCl.ClCCCl.ClCCCl.ClCCCl

```
112
Properties=species:S:1:pos:R:3:forces:R:3:lowdin_charge:R:1
C -31.739009 -4.816883 7.218747 -0.2940 0.6104 -0.3830 -0.34
O -31.338884 -3.679719 7.369995 0.3324 -0.4354 -0.0736 0.02
N -31.139800 -5.819797 6.525900 0.1554 -0.3079 0.7500 -0.19
C -31.769021 -7.125447 6.514682 -0.3837 0.4388 -1.5536 -0.07
C -29.818740 -5.709086 5.942978 0.1692 0.4687 0.0752 -0.04
H -32.751520 -5.103793 7.561972 0.1972 -0.1417 0.1682 0.13
H -32.062114 -7.286415 5.468366 -0.1076 -0.4133 0.0898 0.07
H -32.689817 -7.095641 7.085683 0.0463 -0.1708 0.2888 0.08
H -31.137244 -7.970397 6.780107 0.2321 0.2222 0.4878 0.07
H -29.059586 -6.121922 6.615952 -0.0019 -0.1187 -0.1173 0.08
H -29.767855 -6.208440 4.970856 -0.1480 -0.1372 0.1397 0.09
H -29.577431 -4.659246 5.769468 -0.1355 -0.0253 0.1510 0.09
Cl -30.063812 -10.927200 2.555794 0.0455 -0.2536 -0.3196 0.65
C -30.170524 -11.391901 4.257331 0.2483 -0.0237 0.6083 -0.63
C -30.692988 -10.201488 5.033946 -0.1710 -0.2264 0.5157 -0.63
Cl -32.486789 -10.245530 5.051807 0.0927 0.2181 -0.0795 0.63
H -29.193179 -11.720291 4.612302 0.1679 0.4253 -0.1690 0.02
H -30.803922 -12.266614 4.393486 -0.2862 0.1704 -0.3170 0.07
H -30.387311 -9.248257 4.615064 0.0197 -0.0325 -0.1933 0.06
H -30.377771 -10.215458 6.078216 -0.0277 -0.2227 -0.0111 0.05
Cl -26.789679 -12.011110 5.979105 0.0212 0.0795 -0.0199 0.62
C -26.217411 -13.625603 6.439897 -0.3869 -0.9773 0.0799 -0.65
C -25.995372 -14.527832 5.256143 1.0411 -0.0119 -0.8074 -0.64
Cl -24.423132 -14.245039 4.423522 0.0470 0.3577 -0.0334 0.52
H -26.986765 -14.160942 7.001685 -0.1764 0.5630 0.2604 0.08
H -25.347515 -13.513577 7.075841 0.1505 0.0320 -0.0959 0.07
H -26.744097 -14.402760 4.479685 -0.2133 -0.0301 0.1967 0.06
H -25.890098 -15.577223 5.515217 -0.4733 0.0469 0.4229 0.07
Cl -28.413190 -7.033414 1.108809 -0.2997 -0.2578 -0.1347 0.49
C -28.050546 -8.703964 0.531401 -0.0069 0.7270 0.4176 -0.63
C -26.610995 -8.814052 0.036028 -0.2785 -0.4600 -0.1768 -0.65
Cl -25.951133 -7.365282 -0.754358 0.0243 -0.0163 0.0735 0.53
H -28.774163 -9.027553 -0.210671 -0.0744 0.4335 -0.1654 0.07
H -28.230606 -9.280874 1.431475 0.3320 -0.3931 -0.1286 0.00
H -26.581433 -9.568000 -0.746027 0.0716 -0.2408 0.1761 0.06
H -25.969739 -9.117002 0.856416 0.2514 0.2249 -0.0441 0.07
Cl -36.753729 -12.250377 4.090333 0.3592 0.0172 -0.3469 0.52
C -36.387033 -10.551884 4.566330 -0.7088 -1.4146 1.1856 -0.62
C -35.651364 -10.557844 5.903851 -0.4861 0.7050 -0.7842 -0.71
Cl -36.697245 -11.074825 7.241894 0.0328 -0.0064 -0.0143 0.60
H -37.398485 -10.198152 4.745526 0.2243 0.7949 -0.3385 0.05
H -35.819904 -10.055028 3.792178 -0.0576 0.0552 -0.2401 0.04
H -35.395646 -9.508199 6.065450 0.3481 -0.1839 0.3625 0.07
H -34.786116 -11.205693 5.863939 0.1375 0.0322 0.1074 -0.01
Cl -31.695897 -14.112283 -0.830342 -0.2137 0.0271 -0.2048 0.55
C -31.552951 -12.481614 -0.124573 0.2490 0.4080 -0.0352 -0.70
C -32.882442 -11.794637 0.102819 -0.6141 -1.8548 0.1500 -0.63
Cl -33.758892 -12.603093 1.457670 0.1145 0.2384 0.4892 0.50
H -30.974341 -11.862893 -0.813062 0.1068 -0.1777 -0.0041 0.07
H -30.993904 -12.654801 0.784142 -0.0065 0.3440 0.1425 -0.01
H -33.549590 -12.101485 -0.700565 0.1903 0.8814 -0.4275 0.05
H -32.836681 -10.735335 0.315506 0.1106 0.0955 -0.1532 0.01
Cl -35.721865 -9.257223 0.683875 0.2918 0.0249 -0.2165 0.55
C -35.135124 -7.682855 1.310190 0.3263 -0.4906 -0.0287 -0.63
C -33.841879 -7.809583 2.079869 -0.3499 -0.2020 0.8044 -0.68
Cl -32.377551 -8.040441 1.107612 -0.0387 0.0921 -0.2129 0.57
H -35.934060 -7.408778 1.992506 0.1255 0.5481 -0.0417 0.07
H -34.975344 -6.985125 0.491602 -0.4664 -0.0185 -0.0526 0.07
H -33.881483 -8.652693 2.768325 -0.0184 -0.0217 -0.0163 0.03
H -33.725346 -6.906455 2.681462 0.2041 0.0411 -0.1650 0.08
C -27.326960 -4.700988 9.393142 0.6829 0.6551 0.3545 -0.06
C -26.269988 -5.779251 9.555565 -0.1670 0.9829 -0.5728 -0.26
O -26.914899 -6.959438 10.040257 0.3856 -0.3022 -0.0164 -0.16
P -26.736143 -8.345475 9.300400 -0.3914 -0.2660 0.2976 0.38
O -25.542203 -9.142866 9.560158 0.5287 0.2012 -0.1422 -0.22
O -28.069365 -9.049595 9.791038 -0.2565 0.5109 -0.3763 -0.15
C -28.680946 -10.051811 8.991297 -0.7803 -1.3068 0.4165 -0.27
C -28.166132 -11.455904 9.314966 -0.0970 0.0628 -0.7631 -0.08
O -26.994297 -8.035246 7.758608 0.1474 0.3614 -0.1977 -0.21
C -25.929580 -8.067564 6.772287 0.1972 0.0374 0.0208 -0.24
C -26.555393 -8.430285 5.423372 -0.3811 0.1565 1.3722 -0.07
H -27.745773 -4.477985 10.374418 -0.4230 -0.2094 -0.1334 0.08
H -26.853769 -3.759408 9.090074 0.1094 -0.1726 -0.1010 0.08
H -28.078406 -4.921443 8.646194 -0.2609 -0.2721 0.0811 0.06
H -25.755251 -5.923543 8.600826 -0.1348 -0.3945 0.0525 0.10
H -25.504611 -5.412230 10.240413 -0.0962 -0.4490 0.3250 0.12
H -29.739769 -10.119947 9.270356 0.0700 0.7284 -0.1187 0.11
H -28.626226 -9.816261 7.925517 0.2499 0.0686 0.1083 0.09
H -27.075924 -11.467357 9.316306 -0.0635 -0.2084 0.2529 0.07
H -28.628728 -11.844098 10.220826 0.4498 0.2428 0.3275 0.08
H -28.529984 -12.132991 8.533236 0.1760 0.0941 -0.1051 0.05
H -25.449702 -7.083105 6.699501 -0.2905 0.0017 0.1649 0.11
H -25.145478 -8.734772 7.140163 -0.2736 -0.2877 -0.2560 0.11
H -27.361472 -9.138509 5.634699 0.3237 -0.4087 -0.2406 0.04
H -27.086963 -7.553463 5.056292 0.3611 0.0627 -0.4872 0.07
H -25.791446 -8.835080 4.768503 -0.2137 0.0830 -0.3473 0.08
C -35.158715 -18.253148 8.850638 -0.3248 -0.1277 1.7618 -0.08
C -34.688267 -16.927777 8.307482 0.1523 -0.3495 -1.3230 -0.26
O -33.951988 -16.157888 9.268190 -0.5532 -0.1309 0.7971 -0.18
P -34.398646 -14.695915 9.694928 0.9169 -0.0912 -1.1144 0.37
O -35.802336 -14.353092 9.544523 -0.3396 0.0865 0.2548 -0.21
O -33.791183 -14.477553 11.129084 -0.1915 -0.5694 0.4153 -0.16
C -32.408899 -14.817934 11.395993 0.2212 0.4013 -0.4331 -0.25
C -32.167964 -15.110098 12.865563 -0.1397 0.5107 0.1278 -0.06
O -33.393221 -13.888188 8.728439 -0.1853 0.3039 0.1370 -0.17
C -33.634131 -12.490093 8.542795 -0.9202 0.7090 -0.5387 -0.29
C -32.345380 -11.715652 8.436596 0.0941 -0.0302 0.7759 -0.08
H -36.028049 -18.166764 9.516859 0.0258 0.4314 -0.1969 0.08
H -35.469422 -18.999770 8.124751 0.4205 0.1697 -0.4009 0.08
H -34.398446 -18.649917 9.532881 0.1514 -0.2407 -0.4649 0.08
H -33.966216 -17.103701 7.501782 -0.1483 -0.0096 0.0343 0.12
H -35.526219 -16.383203 7.865685 0.1354 0.3044 0.3141 0.12
H -32.088272 -15.664188 10.786878 -0.3427 -0.0474 -0.0343 0.11
H -31.848873 -13.951246 11.035497 0.2327 -0.1118 0.2203 0.11
H -31.780875 -14.234409 13.389702 0.1156 -0.0502 -0.0841 0.07
H -33.087634 -15.361289 13.393761 -0.0231 -0.3049 -0.2469 0.08
H -31.448154 -15.921167 12.943804 -0.0219 -0.0287 0.2179 0.07
H -34.229990 -12.318499 7.641887 0.2102 -0.5427 -0.2123 0.07
H -34.321738 -12.085068 9.294606 0.4289 -0.1433 0.3737 0.12
H -32.533025 -10.680168 8.151196 -0.1264 -0.0497 -0.1955 0.06
H -31.875809 -11.668349 9.422793 0.2582 -0.1349 -0.0982 0.07
H -31.671196 -12.183597 7.721302 0.0598 0.0166 -0.0405 0.07
```
Positions in Å, forces in eV/Å.

=====

no.,gap between HOMO and LUMO (eV),total energy (eV)
1,5.72,-172613.139
2,9.68,-217758.886